(1)
ORCA calculation (wB97M-V/def2-TZVPD) on a structure of composition C18H49BMnO9.

Geometry as XYZ:
```
78
Properties=species:S:1:pos:R:3:forces:R:3
Mn 1.281912 0.145854 1.902272 0.997 -2.085 0.674
C 0.182777 -3.306480 1.556059 0.341 0.053 0.702
C 1.331307 -3.023163 2.533984 0.938 -0.653 -0.128
O 1.877795 -1.753562 2.464345 -0.685 1.735 -0.027
H 0.576250 -3.024375 0.582644 -0.520 0.053 -0.199
H -0.700159 -2.736824 1.854428 -0.044 0.177 -0.455
H -0.100487 -4.361468 1.533584 0.139 -0.041 0.118
H 2.137684 -3.736511 2.262522 -0.087 -0.044 0.021
H 1.094075 -3.319864 3.571954 -0.366 0.217 -0.051
B 0.017718 -0.161926 0.240846 -0.973 -0.667 -1.780
H -0.576791 -0.151248 1.244474 -1.173 0.077 1.052
H -0.627676 -0.396866 -0.720666 -0.482 0.199 -0.057
H 0.590813 0.844938 0.123392 0.669 1.410 -0.218
H 0.771778 -1.048038 0.321336 0.899 -0.595 -0.083
C -1.144697 -0.026331 3.915876 -0.683 0.361 -0.402
O 0.181135 0.485599 3.814283 -0.019 0.113 0.298
C 0.418880 1.743792 4.392554 -0.052 0.739 0.566
C 0.401010 2.935977 3.430468 1.013 -0.263 -1.016
O 0.773805 2.449622 2.126463 -0.160 -0.277 0.348
C 0.834696 3.502334 1.186327 0.170 0.160 -0.590
H -1.607445 0.174910 4.884053 0.416 -0.074 0.208
H -1.110005 -1.093781 3.721034 0.134 -0.003 0.011
H -1.785165 0.457764 3.171031 0.035 -0.132 -0.078
H 1.417977 1.723290 4.830710 0.037 -0.323 -0.083
H -0.263611 1.959159 5.219560 -0.102 -0.210 -0.035
H 1.232369 3.580046 3.739578 -0.380 0.363 0.232
H -0.502960 3.532718 3.298591 -0.254 -0.287 0.392
H 1.695796 4.143105 1.396171 -0.154 0.166 0.067
H -0.097678 4.072987 1.151280 0.055 0.091 0.373
H 0.948048 3.103586 0.179752 0.098 -0.352 0.165
C -1.167553 -4.340788 -3.651885 -0.749 0.497 -0.404
O -0.228620 -3.302831 -3.869212 -0.082 -0.469 0.413
C -0.223950 -2.303936 -2.868013 0.863 0.912 -0.591
C -1.050460 -1.103937 -3.325752 -0.875 -1.115 0.112
O -2.412779 -1.530619 -3.349073 -0.095 0.003 0.184
C -3.322773 -0.511213 -3.687680 -0.340 -0.668 -0.326
H -1.199971 -4.652767 -2.604848 0.296 -0.262 -0.063
H -0.943814 -5.144989 -4.349656 0.290 -0.170 0.279
H -2.180482 -4.002759 -3.902493 0.046 0.080 0.083
H 0.818219 -1.961366 -2.843241 -0.027 0.082 0.192
H -0.447444 -2.669421 -1.863478 -0.400 -0.069 -0.105
H -0.752831 -0.921995 -4.365399 0.157 0.482 0.135
H -0.985848 -0.240336 -2.662585 0.479 0.084 -0.170
H -3.673912 0.057746 -2.819268 0.451 0.305 -0.020
H -4.215893 -1.006644 -4.078450 0.056 0.010 -0.065
H -2.913096 0.103314 -4.495979 -0.088 0.321 0.208
C 2.786229 1.127090 -1.368319 0.643 -0.328 0.286
O 3.331335 0.218744 -0.416909 0.078 0.588 -0.062
C 3.786974 -0.951485 -1.043994 -0.537 -1.150 0.303
C 4.009743 -2.033419 0.011680 0.070 -0.112 -0.170
O 4.718485 -1.589310 1.142028 -0.024 -0.247 -0.082
C 6.074750 -1.372557 0.884553 0.601 0.856 0.679
H 1.882853 0.681810 -1.789048 -0.086 0.314 -0.177
H 3.532802 1.345011 -2.139928 -0.126 -0.102 -0.159
H 2.594644 2.060474 -0.844641 -0.266 -0.036 -0.011
H 4.668702 -0.807175 -1.678888 0.016 0.399 0.105
H 2.984779 -1.380273 -1.665836 0.110 0.233 -0.267
H 4.523012 -2.883481 -0.464700 0.105 0.105 -0.043
H 3.046548 -2.418544 0.343685 0.009 0.309 0.338
H 6.260582 -0.494352 0.250091 -0.158 -0.335 -0.472
H 6.613326 -2.259178 0.535385 -0.179 -0.019 -0.274
H 6.545176 -1.062860 1.822831 -0.169 -0.303 0.140
C -4.181601 0.710329 0.648911 -0.970 -0.774 -0.929
O -4.222754 2.040360 1.092837 0.211 -0.157 -0.149
C -3.010496 2.710153 0.860419 0.050 0.123 0.298
C -2.557763 2.934917 -0.568846 0.684 0.515 -0.410
O -3.565304 3.427528 -1.404381 -0.793 -0.008 0.329
C -3.169412 3.557401 -2.741027 0.318 -0.606 -0.174
H -5.072408 0.178379 0.992152 0.193 0.175 0.654
H -3.274918 0.161271 0.919292 0.064 0.161 0.153
H -4.337318 0.615263 -0.437559 0.564 0.378 -0.062
H -2.185496 2.146730 1.322749 0.095 0.074 0.137
H -3.111997 3.669196 1.371232 -0.036 0.024 -0.055
H -2.035929 2.066875 -0.998984 -0.413 -0.227 0.005
H -1.773265 3.713043 -0.505182 0.104 -0.144 0.107
H -2.331552 4.255866 -2.851147 -0.026 0.045 -0.035
H -4.011451 3.877728 -3.349048 -0.096 0.208 0.210
H -2.866247 2.571733 -3.121332 0.178 0.110 -0.097
```
Positions in Å, forces in eV/Å.

Properties
Net charge = 0
Kohn-Sham gap (alpha / beta) = 7.811 / 7.792 eV
Energy = -2567.965206 Ha
E_HOMO (alpha / beta) = -7.594 / -7.693 eV
Multiplicity = 6

=====

(2)
ORCA calculation (wB97M-V/def2-TZVPD) on a structure of composition C18H50FeO9.

Geometry as XYZ:
```
78
Properties=species:S:1:pos:R:3:forces:R:3
Fe 0.809451 3.194309 -0.441633 -2.772 -2.992 0.058
C -1.023106 4.331966 -3.727655 0.382 1.079 1.009
C 0.032685 3.246802 -3.556182 -0.004 -0.498 -1.035
O 0.523275 2.985865 -2.283195 0.974 1.387 1.399
H -1.259456 4.524364 -4.773947 -0.249 -0.528 -0.028
H -0.592952 5.297077 -3.408910 0.053 -0.128 0.142
H -1.914003 4.209455 -3.106697 -0.163 -0.323 -0.384
H 0.818669 3.560622 -4.262105 0.327 -0.235 0.380
H -0.329090 2.293998 -3.964359 -0.071 0.062 0.047
C -1.621781 -1.097700 -4.514571 -0.868 -0.231 1.457
C -0.724278 -1.461676 -5.716864 0.502 1.009 0.407
O 0.506130 -0.930224 -5.610141 -0.009 -0.051 -0.126
H -1.403583 -1.646867 -3.581332 0.402 -0.234 -0.288
H -2.711512 -1.259492 -4.631149 0.108 -0.071 -0.444
H -1.517886 -0.059777 -4.174906 0.244 0.149 -0.571
H -1.309438 -1.037790 -6.582337 -0.001 -0.460 -0.273
H -0.688628 -2.578224 -5.791880 -0.461 -0.055 -0.196
C 1.063121 2.604263 3.457346 0.465 0.362 -0.120
C 0.402254 3.734881 2.676400 0.088 0.056 0.068
O 0.783686 3.753432 1.348267 1.037 0.283 -1.558
H 0.852532 1.673111 2.931571 -0.023 -0.230 0.469
H 0.812907 2.638109 4.521289 -0.623 -0.382 -0.152
H 2.147414 2.755583 3.499385 0.003 -0.021 -0.496
H 0.691696 4.672733 3.177696 -0.252 0.094 -0.200
H -0.694806 3.644131 2.694534 0.064 0.022 0.388
C 0.355013 -1.135176 -0.234876 -0.252 -0.098 -0.178
C -0.083295 0.145176 0.455261 -0.566 -0.105 1.063
O 0.393206 1.286291 -0.148631 0.908 1.698 -0.270
H 1.441802 -1.153632 -0.299433 -0.012 0.026 -0.182
H -0.064779 -1.251801 -1.234748 0.142 0.242 -0.091
H 0.039010 -2.013726 0.337772 -0.071 0.098 0.134
H 0.166673 0.022730 1.531025 0.637 0.421 -0.078
H -1.176291 0.260979 0.573957 -0.077 -0.354 -0.572
C 5.786577 -0.524843 0.684710 0.509 -0.262 0.577
C 4.285852 -0.767869 0.678169 0.255 0.722 -0.526
O 3.708638 -0.269874 -0.538622 0.207 -0.361 0.649
H 6.182355 -0.622795 1.703192 -0.064 0.004 -0.016
H 6.056927 0.472740 0.337887 -0.209 0.048 -0.049
H 6.343149 -1.247300 0.086115 -0.205 0.019 -0.215
H 3.825008 -0.233299 1.515552 -0.017 -0.247 0.140
H 4.083164 -1.833363 0.767014 -0.212 0.027 -0.074
H 3.532346 0.653710 -0.340280 -0.249 0.063 -0.426
C -2.950159 2.034877 -0.801737 0.776 -0.751 -0.555
C -2.423997 3.126067 0.121748 -2.327 0.498 -1.436
O -1.377440 3.839397 -0.528730 0.642 -0.099 0.946
H -2.218912 1.235359 -0.940582 -0.164 -0.148 0.295
H -3.067369 2.392843 -1.828518 -0.072 0.459 0.173
H -3.926189 1.638755 -0.519247 0.144 -0.067 0.361
H -2.239480 2.822954 1.147235 0.739 -0.073 -0.116
H -3.285638 3.808862 0.142814 0.209 0.222 0.619
H -1.747430 4.586074 -1.001317 0.115 -0.022 -0.135
C 4.246011 -3.649293 -1.754581 0.008 -0.228 0.523
C 2.948330 -3.975980 -2.465405 0.510 0.596 -0.245
O 2.037577 -2.876945 -2.350856 0.201 -1.162 0.329
H 4.075620 -3.514606 -0.682738 -0.086 0.038 -0.037
H 4.686293 -2.726498 -2.128688 -0.015 -0.034 -0.141
H 4.950196 -4.481160 -1.848997 0.090 0.104 -0.170
H 2.503678 -4.884111 -2.047791 0.056 -0.061 -0.051
H 3.186423 -4.153491 -3.519047 -0.260 -0.044 -0.053
H 1.258927 -3.327914 -2.015024 -0.475 0.720 -0.148
C -4.222468 -1.011703 2.451179 -0.642 -0.250 -0.885
C -5.018486 -1.382523 3.679470 1.013 -0.834 0.888
O -4.277172 -2.282206 4.541226 0.054 0.205 -0.398
H -3.399366 -0.337796 2.675915 0.107 -0.098 -0.010
H -4.863232 -0.560311 1.685986 -0.039 0.389 0.287
H -3.873124 -1.900963 1.919345 0.349 -0.042 0.335
H -5.926931 -1.944534 3.463640 -0.357 0.621 -0.296
H -5.164646 -0.495175 4.295808 -0.630 0.036 -0.159
H -3.520845 -2.606036 4.026255 -0.037 0.250 0.346
C -0.254118 -1.360395 4.181736 -0.341 -0.339 -0.207
C -0.453844 -2.698541 3.471667 1.070 1.095 0.025
O -1.835258 -3.044111 3.485625 0.497 -0.611 0.013
H -0.952116 -0.628005 3.774370 -0.062 0.025 0.146
H 0.749325 -0.970092 4.011196 0.066 -0.129 0.066
H -0.429029 -1.506832 5.247080 -0.038 0.291 0.045
H 0.208835 -3.415835 3.966660 -0.480 -0.374 0.051
H -0.056245 -2.594746 2.456875 -0.429 -0.176 -0.134
H -1.896372 -3.992252 3.634771 -0.071 -0.018 -0.112
```
Positions in Å, forces in eV/Å.

Properties
Net charge = -1
Kohn-Sham gap (alpha / beta) = 3.933 / 2.919 eV
Energy = -2656.469689 Ha
E_HOMO (alpha / beta) = -1.901 / -1.901 eV
Multiplicity = 6

=====

(3)
ORCA calculation (wB97M-V/def2-TZVPD) on a cluster of 14 separate species, C18H50N10O28 in total.

Geometry as XYZ:
```
106
Properties=species:S:1:pos:R:3:forces:R:3
C 12.050670 13.292860 -13.877120 -0.105 -0.991 -0.881
O 12.016720 11.872850 -13.629630 0.469 0.368 0.244
H 11.014740 13.560780 -14.084920 -0.049 0.792 0.571
H 12.579110 13.813410 -13.078440 -0.588 -0.158 0.144
H 12.592720 13.520630 -14.794940 0.303 -0.085 -0.117
H 11.988200 11.416370 -14.473680 0.012 0.049 -0.004
C 14.118450 18.596240 -7.405680 0.175 0.730 -0.432
O 14.880710 17.505600 -7.887870 0.318 0.596 0.695
H 14.741330 19.435310 -7.095690 0.506 -0.287 0.245
H 13.564010 19.037830 -8.233750 -0.539 -0.131 0.010
H 13.463650 18.369100 -6.564400 -0.122 -0.286 -0.066
H 14.276460 17.050240 -8.478740 -0.038 -0.472 -0.203
C 21.436860 13.213100 -8.089290 0.449 0.145 0.124
N 22.115490 14.250380 -8.972630 -1.039 -0.525 0.281
O 23.283160 14.469390 -8.810820 0.519 -0.092 0.119
O 21.392800 14.824780 -9.762840 -0.075 -0.051 -0.199
H 20.749400 13.764880 -7.448170 0.173 -0.013 -0.014
H 22.223450 12.716880 -7.520830 -0.186 0.158 -0.024
H 20.866350 12.492870 -8.675710 0.198 0.321 -0.259
C 17.511310 13.941370 -16.809700 -1.044 -0.831 -0.452
N 16.242620 13.782200 -16.073590 -2.300 1.739 1.592
O 16.269940 13.945890 -14.836180 -0.390 -0.710 -2.333
O 15.214920 13.579890 -16.769260 2.200 0.106 1.939
H 17.080070 14.190040 -17.779390 1.016 -0.187 -0.297
H 17.823980 12.903140 -16.698300 0.921 0.137 -0.750
H 18.219890 14.668830 -16.413700 -0.411 -0.144 0.297
C 15.823260 17.049940 -12.765860 0.003 -1.240 -0.276
N 16.822590 16.894880 -11.688060 0.743 0.691 0.000
O 17.474060 15.885970 -11.567080 -0.098 -0.910 -0.533
O 16.912800 17.818810 -10.930190 -0.016 1.262 0.962
H 14.913680 16.924100 -12.178550 -0.339 0.051 -0.659
H 16.033520 16.220110 -13.440600 -0.495 0.031 -0.024
H 15.850580 18.003770 -13.292710 0.282 -0.026 0.633
C 20.233570 13.270090 -13.768830 0.914 -0.905 -0.437
N 20.282230 14.616050 -14.342660 -1.691 1.853 -0.752
O 19.579680 15.450060 -13.751590 1.498 -0.859 -0.925
O 20.780530 14.782000 -15.465720 -0.362 -0.245 1.708
H 20.984560 12.680980 -14.295190 -0.080 -0.003 0.106
H 19.242310 12.912880 -14.047940 0.000 -0.063 0.432
H 20.437970 13.268860 -12.698160 -0.366 0.288 -0.173
C 21.145860 19.995520 -15.069490 -0.217 -0.960 -0.047
N 19.789380 19.726640 -14.497830 0.434 -1.707 1.431
O 19.656490 18.836150 -13.623440 0.237 1.949 -1.910
O 18.903340 20.385500 -14.959660 -1.310 0.426 -0.134
H 21.696110 20.543410 -14.304550 0.189 -0.266 -0.251
H 21.031110 20.510620 -16.023220 -0.153 0.299 0.454
H 21.508830 18.992850 -15.295340 0.578 0.194 0.452
C 20.358000 17.458190 -10.912420 -0.631 -0.636 0.026
N 21.619640 18.156800 -11.155590 1.940 1.178 0.139
O 22.104040 18.796870 -10.211180 -0.751 -0.898 -1.316
O 22.146520 18.093450 -12.274650 -0.781 -0.069 1.374
H 20.283300 16.625400 -11.611690 -0.041 0.256 0.065
H 19.537020 18.162520 -11.046580 0.171 0.047 -0.119
H 20.346850 17.098370 -9.883590 0.168 0.151 -0.203
C 11.997680 16.672030 -16.620440 0.607 -0.113 0.851
N 12.900980 17.595490 -15.838840 1.990 2.327 2.174
O 13.485420 18.563860 -16.338650 -1.414 -1.492 -0.971
O 13.106190 17.393130 -14.622330 -1.225 -0.965 -1.793
H 12.578180 16.344930 -17.483060 -0.165 -0.016 0.109
H 11.053670 17.137690 -16.903480 0.377 0.396 0.054
H 11.811700 15.890190 -15.884070 -0.020 -0.189 -0.450
C 17.028780 20.453860 -8.775340 -0.158 0.683 1.306
N 18.548650 20.639390 -8.814120 0.335 1.047 -0.964
O 19.075890 20.321870 -9.878090 -0.416 -0.038 1.226
O 19.141200 21.231990 -7.900730 -1.330 -1.260 -1.033
H 16.694290 19.422480 -8.887040 0.547 0.003 -0.306
H 16.536950 21.116240 -9.487700 0.625 -0.282 -0.541
H 16.681530 20.841540 -7.817630 0.359 -0.239 0.213
C 14.230510 20.725960 -13.960210 -0.257 -0.589 -2.000
N 15.056360 21.061840 -12.806910 0.736 2.472 -1.135
O 15.414560 20.178550 -12.096360 0.206 -1.079 1.383
O 15.439240 22.238370 -12.741910 -0.643 -1.170 0.351
H 13.154570 20.826480 -13.817480 0.249 0.196 0.454
H 14.442770 19.714650 -14.307030 -0.114 -0.123 0.624
H 14.557900 21.334870 -14.802910 -0.213 0.408 0.349
C 18.604990 17.338050 -6.691070 -0.632 1.233 -1.775
N 19.402740 17.121540 -5.514250 -0.825 -3.260 1.708
O 18.807620 16.755400 -4.502020 -0.328 1.131 -0.102
O 20.581400 16.956500 -5.636470 1.632 0.840 -0.499
H 17.898730 18.150290 -6.519140 0.113 -0.058 0.015
H 18.029840 16.452980 -6.963030 0.161 -0.087 0.490
H 19.295560 17.559670 -7.504760 -0.179 0.212 0.081
C 15.973260 15.755710 -20.393950 0.231 0.523 -2.745
O 15.933660 16.094800 -19.056850 -2.118 -1.546 0.867
C 16.739010 16.964780 -18.519580 1.904 0.711 -1.376
O 17.621490 17.508170 -19.150350 -0.265 0.220 0.888
O 16.438840 17.067410 -17.242720 0.897 0.304 1.146
C 17.280170 17.984420 -16.461650 -0.555 0.798 -0.551
H 15.052700 15.972380 -20.935900 -0.662 -0.055 0.755
H 16.181970 14.707370 -20.607330 0.247 -0.023 0.643
H 16.641620 16.384200 -20.982500 0.662 -0.141 0.467
H 16.555600 18.529340 -15.856540 0.288 -0.050 0.120
H 17.785050 18.675200 -17.136940 -0.237 -0.017 -0.045
H 18.066680 17.544420 -15.848540 -0.406 -0.748 -0.051
C 11.805940 16.890530 -11.772840 -1.859 2.435 0.530
O 12.496410 15.728040 -11.521400 -0.133 -1.145 -1.316
C 13.029800 15.512950 -10.362670 0.259 1.996 3.889
O 13.032460 16.265580 -9.367100 -0.564 -0.816 -2.313
O 13.572970 14.348660 -10.340900 1.007 -2.456 -0.330
C 14.204950 13.861510 -9.146780 0.823 0.646 1.131
H 12.470860 17.735600 -11.951270 -0.009 -0.142 -0.264
H 11.117450 17.189020 -10.982270 0.610 -0.134 0.954
H 11.017940 16.808190 -12.521420 0.941 -0.706 -0.891
H 13.613830 14.011920 -8.243430 -0.560 -0.230 -0.376
H 15.117200 14.400480 -8.891010 0.061 0.517 -0.567
H 14.557320 12.833590 -9.232360 -0.780 0.009 -0.639
```
Positions in Å, forces in eV/Å.

Properties
Net charge = 0
Kohn-Sham gap = 9.074 eV
Energy = -3369.046812 Ha
E_HOMO = -9.908 eV

=====

Table of strongest force on any atom (eV Å⁻¹), in record order: 2.4; 4.1; 4.4